This record from the OMol25 dataset describes a single C3H5Cl3N2 molecule in a non-equilibrium geometry. The level of theory is ωB97M-V with the def2-TZVPD basis set.

Cartesian coordinates (Å):
1 N 1.9902 0.8907 -0.4055
2 N 1.7873 0.0187 0.6318
3 C 0.7284 -0.7210 0.6534
4 C -0.4300 -0.6637 -0.3200
5 Cl -0.7008 -2.3765 -0.8349
6 C -1.6814 0.1242 0.0365
7 Cl -1.2332 1.8487 0.2350
8 Cl -2.5964 -0.4935 1.4364
9 H 1.1292 1.3849 -0.7192
10 H 2.7162 1.5159 -0.0879
11 H 0.7472 -1.5023 1.4272
12 H -0.0824 -0.1673 -1.2091
13 H -2.3742 0.1410 -0.8436

Output
- Energy above the lowest of the compared OMol25 structures with the same formula, charge and spin: 2.24 kcal per mole
- SMILES: N/N=C\[C@@H](Cl)C(Cl)Cl
- HOMO-LUMO gap: 0.367 Eh
- DFT total energy: -1607.3577 hartree
- E_LUMO: 0.54 eV
- Maximum force: 1.8 eV/Å

Atomic partial charges in e from the Mulliken method, atoms 1 to 6: N -0.4278; N -0.3155; C -0.2887; C -0.1459; Cl -0.1686; C 0.1569

This record from the OMol25 dataset describes a 9-piece molecular cluster, C26H58BF10NO14S9 overall in a non-equilibrium geometry. The level of theory is ωB97M-V with the def2-TZVPD basis set.

Cartesian coordinates (Å):
1 C 0.4469 -0.2188 4.2929
2 B 0.1268 -1.7467 3.9560
3 O -0.3266 -2.6344 4.9013
4 C 0.4212 -2.2005 2.4097
5 F -0.2634 -3.4091 2.1986
6 O -0.0295 -1.2241 1.4365
7 C -1.3113 -1.4458 1.0502
8 O -2.2059 -1.1331 1.6967
9 S -1.7646 -2.2247 -0.5783
10 O -2.0689 -3.6021 -0.3189
11 O -2.9534 -1.5993 -1.0928
12 C -0.4751 -1.9818 -1.8804
13 F 0.7507 -2.2531 -1.4487
14 F -0.7452 -2.9163 -2.8195
15 C -0.5184 -0.5955 -2.6211
16 F 0.5415 -0.5985 -3.4774
17 F -1.5918 -0.4882 -3.4025
18 C -0.3518 0.6628 -1.6977
19 F -1.4643 0.9498 -0.9743
20 F 0.6340 0.5230 -0.7946
21 C -0.0337 1.9859 -2.4900
22 F -0.1006 2.9810 -1.5916
23 F -0.9551 2.2460 -3.4074
24 F 1.1943 2.0154 -2.9720
25 N 1.8714 -2.3730 2.3202
26 C 2.5367 -1.3365 1.5103
27 C 2.2478 -3.7324 1.9232
28 C 2.1564 -4.2643 0.4845
29 O 2.6205 -4.4527 2.7761
30 H 0.2128 0.0101 5.3504
31 H -0.0580 0.4612 3.5846
32 H 1.5673 -0.1244 4.1994
33 H -1.2925 -2.7517 4.8480
34 H 3.6302 -1.4698 1.6409
35 H 2.3143 -1.3741 0.4270
36 H 2.3215 -0.3142 1.8735
37 H 1.1331 -4.5919 0.2316
38 H 2.8258 -5.1280 0.3252
39 H 2.5119 -3.4810 -0.2140
40 C -3.4936 -5.4532 2.8030
41 S -3.8037 -4.3268 4.1685
42 O -2.7049 -4.5153 5.1631
43 C -5.2549 -5.1804 4.7881
44 H -2.5917 -5.1249 2.2865
45 H -3.3486 -6.4648 3.1842
46 H -4.3391 -5.4249 2.1152
47 H -5.0015 -6.2111 5.0404
48 H -6.0314 -5.1528 4.0200
49 H -5.6042 -4.6643 5.6820
50 C 4.0341 2.6898 6.6044
51 S 2.5950 2.7600 5.5285
52 O 2.6835 1.6046 4.5921
53 C 3.1113 4.2271 4.6217
54 H 3.9418 1.8115 7.2422
55 H 4.9425 2.6119 6.0077
56 H 4.0695 3.5854 7.2247
57 H 4.0783 4.0495 4.1499
58 H 3.1753 5.0733 5.3065
59 H 2.3653 4.4358 3.8563
60 C -7.4113 -4.7829 -0.4727
61 S -7.2976 -4.0223 1.1536
62 O -6.7835 -5.0615 2.0946
63 C -9.0712 -3.8869 1.4249
64 H -6.4019 -4.9943 -0.8223
65 H -7.9774 -5.7129 -0.4082
66 H -7.8965 -4.0917 -1.1623
67 H -9.5314 -4.8740 1.3683
68 H -9.5028 -3.2249 0.6737
69 H -9.2342 -3.4656 2.4156
70 C 0.5006 2.4388 -7.2569
71 S -0.6182 3.5667 -8.1049
72 O 0.1901 4.7282 -8.5679
73 C -1.5088 4.0878 -6.6308
74 H 1.1861 2.0203 -7.9922
75 H 1.0666 2.9794 -6.4970
76 H -0.0750 1.6338 -6.7980
77 H -0.8137 4.5219 -5.9110
78 H -2.0184 3.2290 -6.1921
79 H -2.2453 4.8355 -6.9205
80 C 3.6567 -2.8828 -5.2291
81 S 2.2148 -3.1415 -4.1818
82 O 2.7059 -3.6440 -2.8699
83 C 1.5732 -4.5562 -5.0916
84 H 4.2345 -2.0568 -4.8173
85 H 4.2699 -3.7843 -5.2448
86 H 3.3312 -2.6298 -6.2388
87 H 2.3200 -5.3505 -5.1163
88 H 1.3149 -4.2489 -6.1058
89 H 0.6791 -4.9127 -4.5823
90 C 4.1057 8.7034 -8.6447
91 S 2.6597 8.5187 -7.5859
92 O 3.1400 8.0451 -6.2582
93 C 1.9738 7.0963 -8.4464
94 H 4.7086 9.5253 -8.2614
95 H 4.6930 7.7844 -8.6328
96 H 3.7842 8.9331 -9.6611
97 H 2.6955 6.2794 -8.4479
98 H 1.7205 7.3772 -9.4693
99 H 1.0735 6.7808 -7.9270
100 C 7.2675 2.2504 9.5781
101 S 8.1170 3.1455 8.2668
102 O 7.0740 3.7079 7.3662
103 C 8.7963 1.6887 7.4558
104 H 6.7333 2.9721 10.1940
105 H 6.5578 1.5441 9.1455
106 H 7.9993 1.7226 10.1906
107 H 7.9883 1.0188 7.1594
108 H 9.4787 1.1791 8.1368
109 H 9.3424 2.0137 6.5718
110 C -4.6598 1.3687 -0.7752
111 S -6.4007 1.2607 -0.3340
112 O -7.1870 1.3975 -1.5900
113 C -6.4743 2.8442 0.5215
114 H -4.3883 0.4920 -1.3606
115 H -4.4844 2.2680 -1.3680
116 H -4.0586 1.3936 0.1347
117 H -6.1812 3.6460 -0.1573
118 H -5.8110 2.8204 1.3869
119 H -7.4983 3.0056 0.8544

Output
- Energy above the lowest of the compared OMol25 structures with the same formula, charge and spin: 0.00 kcal per mole
- HOMO-LUMO gap: 0.299 Eh
- DFT total energy: -6740.4858 hartree
- E_LUMO: -0.30 eV
- Maximum force: 3.7 eV/Å

Atomic partial charges in e from the Mulliken method, atoms 1 to 6: C -0.7932; B 0.5884; O -0.4787; C 0.0953; F -0.3698; O 0.0612

This record from the OMol25 dataset describes C47H51IrN2P2S3Se2 as an isolated structure in a non-equilibrium geometry. The level of theory is ωB97M-V with the def2-TZVPD basis set.

Cartesian coordinates (Å):
1 Ir 1.6787 -0.3912 0.6822
2 C 5.1842 -0.8673 -0.0234
3 C 4.7425 -1.6728 -1.2238
4 S 3.0080 -2.1626 -1.1387
5 C 2.4050 -1.7150 -2.7420
6 C 2.1199 -0.2365 -2.9175
7 S 1.4538 0.6797 -1.4699
8 C 2.6692 1.9733 -1.3221
9 C 4.0617 1.4907 -1.0191
10 S 4.0847 0.4601 0.4738
11 H 6.1640 -0.4212 -0.2064
12 H 5.2679 -1.4887 0.8670
13 H 5.3386 -2.5830 -1.2802
14 H 4.8830 -1.1313 -2.1580
15 H 1.5016 -2.2957 -2.8475
16 H 3.1119 -2.0707 -3.4929
17 H 1.3568 -0.1118 -3.6895
18 H 3.0025 0.3211 -3.2270
19 H 2.2885 2.5721 -0.5022
20 H 2.6373 2.5837 -2.2267
21 H 4.6919 2.3615 -0.8313
22 H 4.5171 0.9266 -1.8302
23 Se 0.6956 1.1871 3.4046
24 Se 2.4246 0.2177 4.5709
25 C 3.1894 -1.2116 3.5526
26 C 4.1627 -1.8463 4.3209
27 C 4.7567 -2.9938 3.8405
28 C 4.3197 -3.4972 2.6244
29 C 3.3692 -2.7942 1.9206
30 N 2.8270 -1.6241 2.3370
31 C -0.5700 -0.2777 2.9594
32 C -2.7263 -0.5906 2.7823
33 C -2.9215 -2.0633 2.6759
34 C -1.9124 -2.8602 2.3719
35 C -0.5617 -2.3577 1.9633
36 N 0.1546 -1.4070 2.5752
37 H 4.4296 -1.4525 5.2946
38 H 5.5181 -3.5015 4.4184
39 H 4.7044 -4.4260 2.2253
40 H 3.0021 -3.1867 0.9875
41 H -3.6609 -0.0378 2.8176
42 H -3.8850 -2.4682 2.9626
43 H -2.0408 -3.9348 2.3692
44 H 0.0862 -3.1470 1.5903
45 C 2.6763 4.8289 0.5532
46 C 2.3342 4.0081 1.8049
47 C 1.1043 4.6428 2.4940
48 C 3.5305 3.9908 2.7718
49 C 1.9829 2.5991 1.4923
50 C 1.5404 1.4101 1.5992
51 H 2.8433 5.8639 0.8514
52 H 1.8621 4.8172 -0.1741
53 H 3.5922 4.4715 0.0764
54 H 1.3620 5.6527 2.8164
55 H 0.7993 4.0780 3.3756
56 H 0.2604 4.7029 1.8047
57 H 3.7976 5.0163 3.0300
58 H 4.4010 3.5143 2.3166
59 H 3.2875 3.4596 3.6935
60 C -2.7243 -0.6055 -0.3991
61 P -1.0172 -1.0080 0.2846
62 C -0.8729 -2.4642 -0.8839
63 C -1.2106 -3.7838 -0.5832
64 C -1.2371 -4.7364 -1.5904
65 C -0.9453 -4.3825 -2.9011
66 C -0.6404 -3.0666 -3.2001
67 C -0.5910 -2.1063 -2.1923
68 C -1.6127 0.0459 1.8707
69 C -1.7739 -0.3166 3.9872
70 C -2.0796 1.0196 4.6147
71 C -2.2674 2.1657 3.9625
72 C -2.1073 2.4003 2.5163
73 C -1.8168 1.4981 1.5738
74 P -2.9192 0.9326 -1.4727
75 C -2.4012 0.3820 -3.1368
76 C -3.0469 -0.6526 -3.8176
77 C -2.6700 -0.9909 -5.1071
78 C -1.6447 -0.2902 -5.7381
79 C -0.9948 0.7389 -5.0710
80 C -1.3778 1.0772 -3.7742
81 C -4.7362 0.9894 -1.6686
82 C -5.2306 1.6924 -2.7674
83 C -6.5948 1.7572 -3.0019
84 C -7.4840 1.1478 -2.1264
85 C -7.0041 0.4675 -1.0220
86 C -5.6347 0.4023 -0.7836
87 H -3.3789 -0.4595 0.4578
88 H -3.0748 -1.4694 -0.9629
89 H -1.4873 -4.0867 0.4109
90 H -1.5074 -5.7566 -1.3489
91 H -0.9655 -5.1292 -3.6841
92 H -0.4479 -2.7709 -4.2246
93 H -0.3782 -1.0767 -2.4473
94 H -1.7209 -1.1067 4.7274
95 H -2.2195 1.0086 5.6892
96 H -2.5549 3.0309 4.5474
97 H -2.2338 3.4281 2.1955
98 H -1.7260 1.8142 0.5412
99 H -3.8634 -1.1868 -3.3424
100 H -3.1819 -1.7895 -5.6291
101 H -1.3714 -0.5326 -6.7574
102 H -0.2158 1.3016 -5.5726
103 H -0.8966 1.9033 -3.2607
104 H -4.5480 2.1871 -3.4498
105 H -6.9657 2.2945 -3.8649
106 H -8.5497 1.2216 -2.2967
107 H -7.6931 -0.0132 -0.3400
108 H -5.2876 -0.1291 0.0943

Output
- Spin multiplicity: 2
- Energy above the lowest of the compared OMol25 structures with the same formula, charge and spin: 190.11 kcal per mole
- HOMO-LUMO gap (alpha / beta): 0.189 / 0.191 Eh
- Charge: +3
- DFT total energy: -8714.3586 hartree
- E_LUMO (alpha / beta): -9.12 / -9.09 eV
- Maximum force: 5.0 eV/Å

Atomic partial charges in e from the Mulliken method, atoms 1 to 6: Ir 0.8715; C -0.6795; C -1.2270; S 0.0518; C -0.2086; C -1.0721

This record from the OMol25 dataset describes a 2-piece molecular cluster, C3H6O3S overall in a non-equilibrium geometry. The level of theory is ωB97M-V with the def2-TZVPD basis set.

Cartesian coordinates (Å):
1 C -0.3898 -0.5341 0.1803
2 C -1.6082 -1.7958 -1.1876
3 C 1.4584 1.0904 0.7538
4 O -1.0809 -0.7065 1.1390
5 O 2.1424 1.1645 -0.4232
6 O -0.3832 -1.0393 -1.0059
7 S 0.4103 2.3252 1.2647
8 H -1.7995 -2.3286 -2.1068
9 H -2.3743 -0.9593 -1.0849
10 H -1.5461 -2.5223 -0.3425
11 H 2.0002 0.6429 1.5624
12 H 1.9244 1.8015 -1.0174
13 H 1.2464 2.8612 2.2682

Output
- Energy above the lowest of the compared OMol25 structures with the same formula, charge and spin: 72.82 kcal per mole
- HOMO-LUMO gap (alpha / beta): 0.308 / 0.290 Eh
- DFT total energy: -741.6663 hartree
- E_LUMO (alpha / beta): 0.47 / 0.31 eV
- Maximum force: 5.0 eV/Å

Atomic partial charges in e from the Mulliken method, atoms 1 to 6: C 0.3621; C -0.5418; C -0.0701; O -0.4330; O -0.3903; O -0.2637